238
Properties=species:S:1:pos:R:3:lowdin_charge:R:1 method="wB97M-V/def2-TZVPD" relative_energy_kcal_mol=133.5 homo_energy_ev=-8.40 mol_weight_da=1247.932 total_energy_ha=-4045.54207 lumo_energy_ev=0.41 homo_lumo_gap_ev=8.82 total_charge=0
C -2.431 -6.756 2.293 -0.062
C -2.472 -5.339 2.709 -0.435
C -1.267 -4.735 3.405 -0.170
O -1.268 -4.878 4.830 -0.184
C -1.158 -6.192 5.263 -0.121
N -2.737 -4.504 1.543 0.045
H -2.538 -7.484 3.096 0.073
H -1.389 -6.936 2.030 0.080
H -3.139 -7.042 1.514 0.089
H -3.364 -5.262 3.331 0.145
H -1.293 -3.650 3.302 0.096
H -0.310 -5.016 2.964 0.108
H -0.351 -6.567 4.633 0.079
H -2.025 -6.849 5.201 0.086
H -0.728 -6.262 6.263 0.092
H -3.173 -3.662 1.889 0.057
H -3.413 -4.986 0.968 0.081
C 0.801 -1.014 0.834 -0.042
C -0.604 -0.370 0.645 -0.372
C -0.789 0.360 -0.713 -0.164
O 0.261 1.321 -0.888 -0.209
C 0.051 2.167 -2.064 -0.061
N -1.491 -1.483 0.767 0.042
H 1.659 -0.352 0.720 0.061
H 1.031 -1.820 0.137 0.060
H 0.986 -1.438 1.821 0.050
H -0.720 0.343 1.462 0.125
H -1.737 0.898 -0.753 0.084
H -0.876 -0.309 -1.569 0.114
H -0.981 2.499 -2.177 0.083
H 0.368 1.536 -2.894 0.052
H 0.689 3.047 -2.141 0.076
H -1.289 -2.143 1.504 0.062
H -1.500 -1.971 -0.118 0.037
C 1.084 6.558 -1.957 -0.027
C 0.001 6.693 -3.059 -0.401
C -0.288 5.515 -3.968 -0.193
O 0.832 4.734 -4.367 -0.246
C 0.603 3.617 -5.308 -0.025
N -1.257 7.101 -2.449 0.043
H 1.877 5.939 -2.378 0.036
H 0.704 6.087 -1.050 0.058
H 1.694 7.448 -1.799 0.081
H 0.360 7.466 -3.739 0.136
H -0.832 5.875 -4.841 0.123
H -0.975 4.811 -3.498 0.109
H 0.226 2.797 -4.698 0.056
H 1.558 3.283 -5.714 0.077
H -0.071 3.846 -6.134 0.083
H -1.486 6.547 -1.637 0.033
H -1.122 7.986 -1.982 0.075
C 6.194 -0.346 3.533 -0.043
C 5.272 -1.565 3.391 -0.405
C 4.709 -2.093 4.727 -0.257
O 5.726 -2.546 5.465 -0.166
C 5.282 -3.114 6.690 -0.077
N 4.222 -1.251 2.467 0.040
H 6.588 0.161 2.653 0.078
H 7.062 -0.638 4.124 0.074
H 5.605 0.438 4.009 0.071
H 5.784 -2.354 2.840 0.140
H 4.014 -2.900 4.496 0.102
H 4.213 -1.285 5.264 0.119
H 4.982 -4.135 6.454 0.082
H 4.504 -2.579 7.233 0.092
H 6.200 -3.224 7.268 0.091
H 3.708 -0.452 2.812 0.034
H 4.645 -0.965 1.596 0.075
C -0.728 -5.690 -1.122 -0.041
C -0.793 -4.252 -1.705 -0.400
C -0.583 -4.115 -3.256 -0.138
O -1.526 -4.973 -3.962 -0.183
C -2.691 -4.242 -4.457 -0.095
N -2.057 -3.725 -1.249 0.028
H -1.403 -6.305 -1.716 0.080
H -0.830 -5.768 -0.039 0.053
H 0.222 -6.109 -1.455 0.060
H -0.008 -3.638 -1.265 0.101
H 0.414 -4.527 -3.413 0.119
H -0.642 -3.084 -3.603 0.111
H -3.295 -3.699 -3.730 0.048
H -3.408 -4.943 -4.882 0.086
H -2.438 -3.547 -5.258 0.075
H -2.730 -4.279 -1.760 0.061
H -2.212 -4.060 -0.309 0.006
C 2.364 -1.653 -3.082 -0.045
C 3.197 -0.377 -3.380 -0.395
C 2.691 0.361 -4.681 -0.153
O 2.488 -0.591 -5.766 -0.191
C 2.138 0.015 -6.963 -0.139
N 3.137 0.389 -2.155 0.072
H 2.196 -2.332 -3.917 0.073
H 1.387 -1.285 -2.768 0.057
H 2.718 -2.119 -2.162 0.058
H 4.188 -0.626 -3.760 0.130
H 3.348 1.200 -4.909 0.108
H 1.700 0.768 -4.478 0.085
H 3.041 0.508 -7.323 0.088
H 1.324 0.740 -6.941 0.066
H 1.925 -0.784 -7.673 0.091
H 3.396 1.348 -2.339 0.030
H 2.217 0.447 -1.741 0.038
C -0.747 0.282 8.553 -0.058
C -0.871 1.212 7.327 -0.433
C -1.034 0.442 5.999 -0.123
O 0.263 -0.207 5.628 -0.195
C 0.186 -1.174 4.617 -0.119
N -1.959 2.143 7.554 0.038
H -0.671 0.790 9.514 0.070
H 0.082 -0.419 8.447 0.075
H -1.620 -0.340 8.750 0.074
H 0.067 1.762 7.254 0.118
H -1.422 1.106 5.227 0.113
H -1.782 -0.334 6.160 0.105
H -0.403 -0.700 3.832 0.071
H -0.304 -2.097 4.928 0.080
H 1.189 -1.353 4.231 0.076
H -1.837 2.702 8.386 0.076
H -1.931 2.846 6.829 0.034
C -5.944 0.988 2.236 -0.051
C -4.631 0.144 2.526 -0.353
C -4.962 -1.341 2.954 -0.160
O -3.800 -2.088 3.249 -0.202
C -3.223 -1.766 4.444 -0.133
N -3.873 0.194 1.275 0.028
H -6.735 0.487 1.677 0.069
H -5.822 1.959 1.756 0.064
H -6.352 1.213 3.221 0.064
H -3.964 0.657 3.219 0.119
H -5.564 -1.748 2.142 0.116
H -5.595 -1.348 3.842 0.118
H -3.847 -1.447 5.279 0.108
H -2.502 -0.971 4.253 0.052
H -2.585 -2.610 4.705 0.079
H -3.125 -0.485 1.274 0.026
H -4.513 -0.169 0.583 0.005
C 4.117 5.589 -4.306 -0.064
C 4.163 4.072 -4.102 -0.382
C 5.528 3.385 -3.700 -0.213
O 6.308 3.122 -4.803 -0.176
C 7.464 2.373 -4.487 -0.104
N 3.197 3.725 -3.047 0.049
H 4.824 5.926 -5.064 0.073
H 4.498 6.154 -3.455 0.076
H 3.128 5.951 -4.588 0.064
H 3.858 3.648 -5.059 0.118
H 5.175 2.392 -3.424 0.099
H 5.954 3.921 -2.852 0.133
H 8.057 2.046 -5.341 0.088
H 7.053 1.420 -4.155 0.079
H 8.111 2.718 -3.680 0.089
H 3.442 4.205 -2.193 0.079
H 2.305 4.107 -3.327 0.010
C -3.356 3.998 -6.264 -0.041
C -4.006 2.595 -6.358 -0.440
C -2.979 1.487 -6.361 -0.224
O -2.356 1.279 -5.111 -0.193
C -1.357 0.254 -5.122 -0.075
N -4.973 2.349 -5.348 0.061
H -4.084 4.800 -6.387 0.079
H -2.464 4.096 -6.882 0.063
H -2.884 4.104 -5.287 0.060
H -4.498 2.506 -7.327 0.137
H -2.190 1.729 -7.073 0.118
H -3.398 0.552 -6.732 0.108
H -1.049 0.048 -4.097 0.072
H -0.556 0.658 -5.742 0.065
H -1.688 -0.708 -5.515 0.079
H -5.337 1.417 -5.487 0.050
H -4.485 2.223 -4.473 0.053
C -4.982 0.846 -1.593 -0.041
C -5.565 -0.567 -1.976 -0.368
C -4.924 -1.292 -3.205 -0.185
O -5.292 -0.605 -4.417 -0.197
C -5.173 -1.470 -5.614 -0.061
N -5.641 -1.283 -0.691 0.034
H -3.926 0.806 -1.326 0.045
H -5.394 1.292 -0.687 0.062
H -5.071 1.555 -2.415 0.065
H -6.610 -0.447 -2.264 0.135
H -5.292 -2.313 -3.108 0.108
H -3.847 -1.317 -3.037 0.115
H -5.700 -0.994 -6.440 0.087
H -5.514 -2.497 -5.479 0.082
H -4.123 -1.543 -5.896 0.060
H -6.174 -2.091 -0.981 0.073
H -4.743 -1.674 -0.445 0.063
C -1.455 4.746 0.311 -0.055
C -1.903 3.564 1.186 -0.410
C -1.982 3.897 2.695 -0.147
O -0.671 3.920 3.289 -0.223
C -0.590 4.315 4.649 -0.084
N -3.076 2.966 0.598 0.056
H -1.480 4.512 -0.753 0.051
H -0.426 5.067 0.472 0.062
H -2.170 5.568 0.350 0.082
H -1.136 2.801 1.044 0.112
H -2.592 3.252 3.327 0.112
H -2.488 4.850 2.849 0.120
H 0.452 4.167 4.932 0.083
H -1.209 3.656 5.258 0.055
H -0.822 5.371 4.789 0.094
H -3.322 2.082 1.020 0.014
H -2.903 2.771 -0.378 0.047
C 3.340 -5.516 -0.953 -0.066
C 2.820 -4.350 -0.173 -0.430
C 2.101 -4.751 1.185 -0.168
O 3.016 -5.297 2.154 -0.176
C 2.626 -5.136 3.512 -0.096
N 3.897 -3.442 0.210 0.060
H 3.833 -5.190 -1.869 0.082
H 2.625 -6.284 -1.247 0.069
H 4.136 -6.075 -0.462 0.081
H 2.092 -3.829 -0.794 0.088
H 1.392 -5.517 0.873 0.100
H 1.542 -3.904 1.582 0.099
H 2.221 -4.133 3.640 0.072
H 3.465 -5.167 4.207 0.079
H 1.918 -5.907 3.817 0.076
H 4.579 -4.127 0.503 0.062
H 3.623 -3.099 1.120 0.024
C 3.869 2.096 1.513 -0.046
C 2.433 2.496 1.959 -0.393
C 2.167 1.895 3.337 -0.209
O 3.183 2.208 4.239 -0.219
C 2.996 1.852 5.599 -0.069
N 2.281 3.947 1.847 0.061
H 4.039 2.455 0.497 0.066
H 4.032 1.022 1.423 0.042
H 4.616 2.493 2.200 0.076
H 1.779 2.144 1.162 0.118
H 2.206 0.809 3.252 0.100
H 1.206 2.280 3.679 0.108
H 2.112 2.369 5.971 0.069
H 3.851 2.385 6.016 0.098
H 2.925 0.764 5.608 0.077
H 2.666 4.307 2.709 0.067
H 1.295 4.164 1.867 0.037

---

101
Properties=species:S:1:pos:R:3:lowdin_charge:R:1 method="wB97M-V/def2-TZVPD" homo_energy_ev="-3.99 / -4.10" spin_multiplicity=3 mol_weight_da=1162.232 total_energy_ha=-7827.85422 lumo_energy_ev="0.74 / 0.79" homo_lumo_gap_ev="4.73 / 4.89" total_charge=-1
V 0.033 0.412 -0.075 0.542
Cl -6.704 1.188 6.551 0.642
C -5.462 1.002 5.348 -0.677
C -4.871 -0.237 5.166 -0.101
C -3.881 -0.377 4.205 -0.020
C -3.477 0.705 3.428 -0.216
C -4.090 1.938 3.630 -0.012
C -5.081 2.094 4.587 -0.100
C -2.416 0.553 2.394 -0.065
C -1.088 0.530 2.810 -0.217
C -0.680 0.542 4.189 0.010
C 0.671 0.467 4.196 0.011
C 1.090 0.423 2.820 -0.219
C 2.424 0.368 2.417 -0.070
C 3.474 0.398 3.474 -0.218
C 4.114 1.592 3.791 -0.015
C 5.093 1.640 4.772 -0.101
C 5.433 0.476 5.441 -0.677
Cl 6.660 0.525 6.674 0.642
C 4.813 -0.725 5.145 -0.101
C 3.835 -0.757 4.161 -0.016
C 2.836 0.292 1.090 -0.221
N 2.020 0.300 -0.004 -0.033
C 2.846 0.188 -1.093 -0.249
C 2.448 0.134 -2.422 -0.098
C 3.504 0.113 -3.470 -0.211
C 3.833 1.283 -4.147 -0.009
C 4.815 1.282 -5.126 -0.100
C 5.467 0.098 -5.425 -0.676
Cl 6.701 0.089 -6.652 0.638
C 5.153 -1.080 -4.768 -0.100
C 4.169 -1.066 -3.791 -0.012
C 1.122 0.085 -2.846 -0.308
C 0.711 -0.041 -4.218 0.026
C -0.641 -0.094 -4.216 0.028
C -1.062 0.008 -2.845 -0.284
N 0.028 0.121 -2.030 -0.200
C -2.385 0.005 -2.427 -0.078
C -2.800 0.120 -1.099 -0.225
C -4.177 0.113 -0.691 0.019
C -4.188 0.296 0.653 0.016
C -2.817 0.408 1.065 -0.219
N -1.988 0.307 -0.012 0.001
C -3.440 -0.112 -3.472 -0.213
C -3.839 1.008 -4.195 -0.012
C -4.827 0.910 -5.163 -0.100
C -5.415 -0.320 -5.406 -0.676
Cl -6.655 -0.451 -6.620 0.640
C -5.032 -1.450 -4.702 -0.099
C -4.043 -1.338 -3.736 -0.011
C 4.217 0.133 -0.668 0.024
C 4.211 0.189 0.684 0.022
N 0.006 0.470 1.990 0.040
H -5.185 -1.082 5.763 0.103
H -3.413 -1.341 4.051 0.131
H -3.785 2.787 3.031 0.129
H -5.555 3.053 4.742 0.103
H -1.350 0.589 5.032 0.110
H 1.334 0.436 5.045 0.111
H 3.840 2.497 3.263 0.126
H 5.588 2.569 5.017 0.103
H 5.094 -1.626 5.674 0.103
H 3.344 -1.691 3.919 0.130
H 3.313 2.200 -3.894 0.127
H 5.070 2.191 -5.654 0.103
H 5.667 -1.998 -5.022 0.103
H 3.904 -1.976 -3.266 0.132
H 1.380 -0.103 -5.060 0.116
H -1.306 -0.203 -5.057 0.116
H -5.016 -0.022 -1.352 0.112
H -5.036 0.331 1.317 0.112
H -3.371 1.962 -3.987 0.129
H -5.139 1.779 -5.727 0.103
H -5.497 -2.403 -4.911 0.103
H -3.727 -2.208 -3.173 0.130
H 5.065 0.043 -1.327 0.114
H 5.051 0.146 1.358 0.113
Te 0.098 2.831 -1.243 1.056
C -0.094 4.683 -0.175 -0.622
C -1.123 5.554 -0.532 -0.179
C -1.222 6.813 0.042 -0.112
C -0.294 7.220 0.992 -0.118
C 0.727 6.357 1.364 -0.110
C 0.826 5.100 0.784 -0.161
H -1.845 5.234 -1.274 0.076
H -2.030 7.475 -0.246 0.094
H -0.367 8.204 1.438 0.091
H 1.450 6.664 2.111 0.094
H 1.629 4.429 1.067 0.084
Se 0.345 -2.490 -0.771 0.665
C 0.082 -4.276 -0.151 -0.697
C 1.039 -4.928 0.630 -0.158
C 0.861 -6.249 1.014 -0.121
C -0.276 -6.947 0.631 -0.133
C -1.236 -6.307 -0.143 -0.120
C -1.061 -4.986 -0.527 -0.161
H 1.928 -4.385 0.925 0.083
H 1.618 -6.743 1.615 0.090
H -0.413 -7.979 0.930 0.085
H -2.127 -6.844 -0.450 0.090
H -1.804 -4.486 -1.135 0.078

---

104
Properties=species:S:1:pos:R:3:lowdin_charge:R:1 method="wB97M-V/def2-TZVPD" relative_energy_kcal_mol=29.4 homo_energy_ev="-6.28 / -6.29" mol_weight_da=1095.764 total_energy_ha=-5540.28431 lumo_energy_ev="-0.47 / -0.47" homo_lumo_gap_ev="5.81 / 5.82" total_charge=0
Ta -0.140 -0.023 -0.094 1.685
Br -5.804 -0.674 5.297 0.731
C -4.412 -0.653 4.013 -0.700
C -3.090 -0.696 4.432 -0.113
C -2.070 -0.630 3.500 0.014
C -2.378 -0.535 2.145 -0.298
O -1.411 -0.430 1.249 -0.273
C -3.711 -0.526 1.718 -0.127
C -4.065 -0.436 0.308 -0.074
N -3.225 -0.573 -0.637 0.112
C -3.686 -0.481 -1.955 -0.204
C -4.871 -1.015 -2.395 -0.016
C -5.288 -0.850 -3.731 -0.070
C -4.519 -0.144 -4.608 -0.037
C -3.277 0.394 -4.195 -0.150
C -2.450 1.129 -5.072 -0.004
C -1.264 1.613 -4.610 -0.026
C -0.888 1.329 -3.283 -0.146
N -1.615 0.642 -2.436 0.075
C -2.829 0.200 -2.870 -0.145
C -4.726 -0.567 2.674 -0.087
H -2.858 -0.766 5.487 0.107
H -1.030 -0.637 3.798 0.126
H -5.123 -0.224 0.110 0.132
H -5.485 -1.591 -1.713 0.113
H -6.227 -1.284 -4.049 0.107
H -4.835 0.005 -5.634 0.113
H -2.773 1.294 -6.092 0.119
H -0.593 2.182 -5.237 0.110
H 0.062 1.691 -2.913 0.084
H -5.762 -0.525 2.358 0.114
C -0.638 7.201 -1.325 -0.086
C -1.292 6.948 -0.126 -0.079
C -1.435 5.646 0.328 -0.091
C -0.923 4.583 -0.415 -0.358
C -0.278 4.845 -1.621 -0.091
C -0.130 6.149 -2.073 -0.081
P -1.021 2.855 0.152 1.074
C -2.507 2.855 1.215 -0.375
C -3.750 2.975 0.590 -0.109
C -4.919 2.960 1.336 -0.085
C -4.861 2.804 2.716 -0.087
C -3.632 2.667 3.343 -0.078
C -2.459 2.693 2.597 -0.077
C 0.362 2.644 1.304 -0.417
C 0.960 3.634 2.078 -0.085
C 1.982 3.291 2.950 -0.086
C 2.389 1.964 3.048 -0.083
C 1.796 0.984 2.262 -0.105
C 0.776 1.305 1.357 -0.300
H -0.529 8.219 -1.678 0.102
H -1.691 7.768 0.458 0.104
H -1.957 5.453 1.258 0.107
H 0.119 4.023 -2.206 0.091
H 0.379 6.341 -3.009 0.103
H -3.804 3.085 -0.489 0.109
H -5.876 3.065 0.839 0.105
H -5.774 2.781 3.299 0.107
H -3.583 2.534 4.417 0.111
H -1.503 2.580 3.093 0.109
H 0.640 4.668 2.000 0.102
H 2.463 4.053 3.551 0.101
H 3.187 1.695 3.732 0.101
H 2.139 -0.042 2.328 0.087
O 2.711 -1.070 -4.571 0.075
C 3.588 -0.813 -3.562 -0.266
C 4.956 -1.006 -3.721 -0.035
C 5.821 -0.743 -2.673 -0.079
C 5.340 -0.256 -1.466 -0.071
C 3.983 -0.030 -1.321 -0.001
C 3.094 -0.318 -2.355 -0.072
C 1.641 -0.165 -2.096 -0.601
O 0.774 -0.948 -2.474 0.026
O 1.302 0.848 -1.319 -0.230
H 3.196 -1.428 -5.321 0.108
H 5.336 -1.382 -4.666 0.116
H 6.881 -0.925 -2.802 0.107
H 6.018 -0.055 -0.646 0.104
H 3.578 0.350 -0.392 0.117
C 0.964 -1.586 0.349 -0.164
C 1.695 -2.586 0.610 -0.083
C 2.466 -3.645 0.883 -0.154
C 3.580 -3.952 -0.051 -0.187
C 4.844 -4.315 0.415 -0.047
C 5.878 -4.575 -0.472 -0.086
C 5.666 -4.480 -1.841 -0.100
C 4.413 -4.115 -2.313 -0.091
C 3.379 -3.851 -1.429 -0.020
C 2.168 -4.500 2.053 -0.171
C 2.660 -5.802 2.158 -0.039
C 2.334 -6.601 3.245 -0.089
C 1.511 -6.119 4.252 -0.103
C 1.015 -4.824 4.160 -0.090
C 1.340 -4.025 3.079 -0.032
H 5.020 -4.385 1.482 0.117
H 6.854 -4.850 -0.091 0.099
H 6.473 -4.688 -2.533 0.098
H 4.233 -4.038 -3.379 0.101
H 2.404 -3.559 -1.801 0.120
H 3.289 -6.206 1.376 0.109
H 2.724 -7.610 3.298 0.100
H 1.259 -6.743 5.101 0.096
H 0.370 -4.432 4.938 0.099
H 0.950 -3.016 3.017 0.101